19
Properties=species:S:1:pos:R:3 method="wB97M-V/def2-TZVPD" orbital_gap_ev=11.0 lumo_ev=1.022 e_above_lowest_kcal_mol=9.0 smiles=CC1(O)CCCC1
C 1.5524 -0.7982 -0.9165
C 0.7453 -0.2847 0.2694
O 1.5708 -0.3098 1.4208
C 0.2412 1.2169 0.0564
C -1.2875 1.1516 0.1479
C -1.5922 -0.2821 -0.2908
C -0.5500 -1.0879 0.4791
H 2.4354 -0.1683 -1.0670
H 0.9418 -0.7912 -1.8258
H 1.8990 -1.8229 -0.7332
H 1.4654 0.6238 1.6136
H 0.6363 1.9680 0.7730
H 0.5804 1.5763 -0.9188
H -1.6132 1.2888 1.1894
H -1.7913 1.9168 -0.4488
H -1.4044 -0.3785 -1.3705
H -2.6184 -0.5946 -0.0903
H -0.4597 -2.1321 0.1570
H -0.7837 -1.0886 1.5534

***

41
Properties=species:S:1:pos:R:3 method="wB97M-V/def2-TZVPD" orbital_gap_ev=9.6 lumo_ev=0.322 smiles="O=C1OC[C@H](CB(O)O)O1.Fc1ccccc1.Fc1ccccc1"
O 3.2138 -0.6003 2.9664
C 3.5386 -0.3154 1.7027
O 4.5594 0.6293 1.1529
C 3.6811 1.5518 0.3598
C 2.7275 0.3985 -0.3265
C 1.2472 0.7972 -0.9077
B 0.0653 0.9378 0.2268
O -0.1650 2.0928 1.1170
O -0.9097 -0.2029 0.3414
O 2.8967 -0.8452 0.4593
H 4.2029 2.1039 -0.5560
H 3.1246 2.2356 1.1601
H 3.3544 0.1390 -1.3068
H 0.8915 -0.0316 -1.6842
H 1.3485 1.8706 -1.4178
H 0.6898 2.5270 1.4117
H -0.9260 -0.4905 1.3042
F 0.3810 1.3417 -3.1024
C -0.0690 0.8515 -4.2651
C 0.1551 1.5616 -5.4395
C -0.3087 1.0490 -6.6510
C -1.0017 -0.1639 -6.6731
C -1.2259 -0.8667 -5.4882
C -0.7523 -0.3594 -4.2786
H 0.6879 2.5061 -5.4019
H -0.1319 1.5926 -7.5758
H -1.3671 -0.5611 -7.6176
H -1.7691 -1.8084 -5.5074
H -0.9100 -0.8969 -3.3494
F -0.2603 -0.8003 3.2512
C -1.2570 -1.1078 4.0919
C -1.2266 -2.3185 4.7754
C -2.2615 -2.6368 5.6547
C -3.3218 -1.7448 5.8326
C -3.3458 -0.5343 5.1382
C -2.3053 -0.2114 4.2676
H -0.3990 -3.0025 4.6182
H -2.2431 -3.5773 6.1998
H -4.1311 -1.9954 6.5152
H -4.1742 0.1565 5.2752
H -2.3034 0.7290 3.7266

***

13
Properties=species:S:1:pos:R:3 method="wB97M-V/def2-TZVPD" orbital_gap_ev=9.6 lumo_ev=1.063 e_above_lowest_kcal_mol=45.2 smiles="CC(C)=NN"
C 1.1277 -0.2611 0.5786
C -0.9727 -1.4112 -0.4934
C -0.2775 -0.1484 -0.1091
N -0.2656 2.1217 0.0975
N -0.8364 0.9646 -0.3204
H -0.5055 2.8806 -0.5257
H 0.7475 2.0008 0.3389
H -0.4603 -1.8795 -1.3335
H -0.9717 -2.1125 0.3395
H 1.3921 -1.3143 0.6266
H 1.8834 0.2566 -0.0182
H 1.1339 0.0990 1.6094
H -1.9948 -1.1964 -0.7902

***

60
Properties=species:S:1:pos:R:3 method="wB97M-V/def2-TZVPD" orbital_gap_ev="6.2 / 6.9" lumo_ev="0.304 / 0.133" s_squared=2.020 multiplicity=3 e_above_lowest_kcal_mol=89.8
P -0.3073 -1.0098 -5.3527
P 0.8651 2.0795 -3.7925
C 0.3121 0.5745 -6.0232
C 1.4798 1.1401 -5.2136
H -0.5379 1.2672 -6.1861
H 0.7466 0.3331 -7.0034
H 2.1656 0.3720 -4.7896
H 2.0522 1.8521 -5.8293
C -0.4314 3.2746 -4.2536
H -0.6388 3.9487 -3.4021
H -1.3297 2.6860 -4.5162
H -0.1040 3.8649 -5.1242
C 2.3994 3.3896 -3.5463
H 2.3276 3.7011 -4.5660
H 3.4524 2.9326 -3.4337
H 2.2584 4.2438 -2.8647
C -1.5263 -1.6218 -6.6786
H -1.8031 -2.6642 -6.4815
H -1.0772 -1.6063 -7.6740
H -2.4553 -1.0430 -6.7523
C 0.9684 -2.0704 -6.4162
H 1.9982 -1.8449 -6.1086
H 0.8770 -1.8214 -7.4831
H 0.7789 -3.1550 -6.3213
Pd 2.3522 1.7936 -2.3519
C -1.8022 -0.1462 -3.1097
C -2.0829 -0.5556 -4.4088
C -3.1950 -1.5760 -4.1335
C -2.5638 -2.8225 -3.4809
C -1.2730 -3.2075 -4.1151
C -0.0709 -2.4131 -4.0371
C 0.3087 -1.6034 -2.7687
C -0.7918 -0.7018 -2.2221
C 1.9772 0.9518 0.3643
H -2.0246 0.8764 -2.8336
H -2.4491 0.2232 -5.1038
H -3.7964 -1.7850 -5.0279
H -3.9134 -1.1675 -3.4089
H -2.4942 -2.6959 -2.3956
H -3.2320 -3.6596 -3.7013
H -1.2086 -4.1890 -4.6561
H 0.7958 -3.0676 -4.3083
H 1.2051 -1.0371 -3.0674
H 0.6614 -2.3102 -1.9958
H -1.3045 -1.2727 -1.4659
H -0.3135 0.1188 -1.6732
H 2.6978 0.8695 1.1879
H 2.6151 0.9256 -0.5415
H 1.3035 0.0788 0.3277
F -0.6537 4.4949 3.4820
C -0.0781 3.9675 2.3520
C 1.2827 4.1318 2.1314
C 1.9025 3.3336 1.1710
C 1.2291 2.2422 0.5843
C -0.1760 2.3173 0.6282
C -0.8513 3.0821 1.5873
H 1.8458 4.8425 2.7514
H 2.9700 3.5529 0.9616
H -0.8025 1.7098 -0.0588
H -1.9123 2.9943 1.7204

***

17
Properties=species:S:1:pos:R:3 method="wB97M-V/def2-TZVPD" orbital_gap_ev="6.3 / 8.7" lumo_ev="-1.001 / 0.316" e_above_lowest_kcal_mol=90.5
C 1.9331 -0.7473 -0.1713
C -0.7265 1.1475 0.4744
C -1.0215 -0.4905 -1.2973
C 1.1662 0.1975 -1.0171
N -0.2352 0.4413 -0.6790
O 1.6712 -0.7864 1.1516
O 2.8651 -1.3612 -0.6548
O -0.7253 0.2325 1.5881
P -1.7038 -1.0489 1.9667
H -0.1205 2.0890 0.8728
H -1.6528 1.6191 0.2568
H -2.0161 -0.3553 -1.0580
H -0.6813 -1.4826 -1.8425
H 1.2780 -0.1911 -2.0526
H 1.8763 1.1025 -0.8920
H 0.8763 -0.2685 1.3750
H -2.7832 -0.0977 1.9791

***

23
Properties=species:S:1:pos:R:3 method="wB97M-V/def2-TZVPD" orbital_gap_ev=10.0 lumo_ev=0.999 e_above_lowest_kcal_mol=12.5 smiles=Cc1ccccc1.CC
C -0.5943 -1.7349 2.6689
C 0.6568 1.0533 0.4048
C 0.6222 -0.1421 1.1386
C -0.4411 1.8744 0.2577
C -0.5129 -0.5019 1.8192
C -1.5822 1.5366 1.0066
C -1.6134 0.4013 1.7586
H 1.5436 1.2064 -0.2005
H 1.5828 -0.6431 1.1998
H -0.3762 2.7247 -0.4042
H -2.5219 2.0432 0.8144
H -1.5479 -1.8369 3.1819
H 0.2658 -1.8997 3.3099
H -2.4855 0.0500 2.2970
H -0.6194 -2.5404 1.9304
C 1.3673 -1.2284 -4.3401
C 1.4318 -0.3481 -3.0885
H 2.2078 -1.9237 -4.2972
H 0.4529 -1.8232 -4.3006
H 1.3977 -0.7057 -5.2914
H 0.8564 0.5758 -3.2149
H 2.4711 -0.0701 -2.9179
H 0.9302 -0.7177 -2.1948

***

| no. | electronic energy (eV) |
| --- | --- |
| 1 | -8463.9642 |
| 2 | -33214.5738 |
| 3 | -6219.8861 |
| 4 | -47109.7673 |
| 5 | -21195.3264 |
| 6 | -9559.6386 |